Run 1
DFT (ωB97M-V/def2-TZVPD) results for a structure of composition C19H25As2NPdTe.

Geometry (Å):
C 3.24891 -4.77688 -0.71945
Te 0.06552 -2.14815 -0.18645
As 0.53285 2.54027 -0.20170
C 2.13387 -3.95864 -0.87220
C 0.07420 4.05338 -1.29723
H 2.50866 -2.53430 0.76434
C -0.15210 -3.48767 -1.79307
C 2.42769 2.69265 0.03286
N -1.28539 0.70190 -3.98127
H -0.10865 -2.92191 -2.72123
H 0.39725 4.95952 -0.78624
H 0.57447 3.97572 -2.26012
C -1.32070 2.31835 1.96102
H -3.65672 0.12050 2.54465
H 2.18597 -7.46184 -2.48325
H 4.13224 -6.67115 -1.17523
C 3.26758 -6.03346 -1.30339
H -1.12256 -3.97025 -1.72237
C -0.19719 2.99467 1.51317
Pd -0.48736 0.40156 -0.88286
C 1.05857 -5.66837 -2.17982
C -1.35640 3.67386 3.94496
H -1.80849 3.93835 4.89155
C 2.17413 -6.47801 -2.03291
C -1.90877 2.65893 3.17478
H 4.10041 -4.43257 -0.14500
H -1.00245 4.08237 -1.44191
C -0.22095 4.34410 3.50400
H 2.73382 2.15152 0.92363
C -2.79967 -0.33623 2.05299
H 0.21236 5.12937 4.10898
H -2.04639 -0.62187 2.78168
H -3.12795 -1.21076 1.49599
C -3.57822 1.84015 0.07115
H 2.94002 2.29133 -0.83799
C -0.83036 0.31834 -2.99470
H 0.20194 -6.02025 -2.74161
C 0.36037 4.00604 2.28874
H -2.78513 2.13800 3.54031
H 1.24626 4.53760 1.96396
C 1.03820 -4.40390 -1.60075
H 2.65377 3.75244 0.12891
H -4.12638 2.28954 0.89809
C 2.13504 -2.57099 -0.25523
H 2.65667 -1.82180 -0.84701
H -1.61687 0.92567 -4.90345
H -3.24261 2.61198 -0.61617
H -4.20647 1.12615 -0.45607
As -2.07296 0.95474 0.85293

Values from the calculation:
* total charge: +2
* spin multiplicity: 1
* HOMO level (spin up / spin down): -13.9 / -13.9 eV

=====

Run 2
DFT (ωB97M-V/def2-TZVPD) results for a structure of composition C19H25As2NPdTe.

Geometry (Å):
As 2.46353 1.00944 0.90020
H -1.70109 8.41033 -1.98013
N -3.08096 0.91646 1.30035
H 4.14016 -0.42431 -0.27880
H 0.12204 7.16080 -0.89442
C -1.89981 4.56678 -1.71668
H 0.40567 -2.52887 2.24142
Pd 0.05760 1.07827 1.02331
C 0.30239 4.47277 -0.51661
H -0.20833 1.62285 4.74198
C 3.06262 -0.30400 -0.38138
H -1.56965 0.51410 4.44774
H -0.23039 0.01165 5.49752
C 4.12359 -0.51930 5.01756
H 3.15060 2.93377 -0.56826
C -0.49513 0.58236 4.60883
C -2.85386 6.65611 -2.42548
H -1.15290 -2.10788 2.98990
C -0.73556 6.63103 -1.29016
H -2.31909 2.58221 -2.50375
H -4.08124 0.85829 1.37983
C 2.76698 -0.58591 4.73528
H 1.29183 4.81842 -0.80671
C 3.17498 0.44153 2.59521
C -1.93780 0.97597 1.18925
As 0.42246 -0.15200 3.07917
C -1.98133 3.06509 -1.58925
H -2.60863 2.74570 -0.76066
H 2.82428 0.04063 -1.38691
C -0.07163 -2.01664 3.07364
C 3.45145 2.59642 0.42246
H 4.49413 -0.89223 5.96264
C 4.53532 0.50628 2.87655
H 3.27755 3.38192 1.15435
H 2.09119 -1.01288 5.46679
C -2.92261 5.27577 -2.33791
H -3.76911 4.74826 -2.75970
Te 0.03819 2.46401 -1.22359
C 2.29433 -0.09853 3.52188
H 0.22270 4.47420 0.56953
C -1.76080 7.33362 -1.90083
H 6.06146 0.08223 4.31626
H 4.51032 2.34543 0.38908
C 5.00502 0.02824 4.09142
C -0.80356 5.24515 -1.19328
H 2.56889 -1.25576 -0.19734
H 0.26120 -2.45701 4.01289
H 5.23548 0.92423 2.16409
H -3.64720 7.20367 -2.91534

Values from the calculation:
* total charge: +2
* spin multiplicity: 1
* HOMO level: -14.1 eV

=====

Most stable: run 2 (next structure +41.4 kcal/mol)

=====

Run 1
DFT (ωB97M-V/def2-TZVPD) results for a cluster of 11 separate species, C44H121N11O11 in total.

Geometry (Å):
O 3.02223 2.54790 -0.68869
H -4.12678 -0.98267 -3.36178
H -3.21681 -0.77814 -5.48425
O -3.32154 1.45511 -3.44737
H 8.48057 0.90142 3.45411
H -0.75342 -3.99298 5.68971
H 0.97941 8.78355 -3.53151
H -2.30939 3.70407 -6.38924
H -2.05255 -2.38573 -0.52553
H -2.58517 6.52783 -1.17414
H 0.88259 -0.68650 -2.45990
O -0.07828 -3.45862 -3.41356
H 3.68873 1.08104 5.92045
H -4.71232 -0.14818 0.56575
H -5.47519 -1.69429 -5.17641
H -0.78493 1.76888 -3.06627
C -0.30408 -3.07192 5.40437
H -3.80030 2.81631 -4.92214
H -0.30930 0.13786 0.77307
H 6.23795 0.13528 0.28626
H -3.61901 -4.16981 -5.08204
H -2.01479 2.17905 1.28168
N 6.54378 2.78302 4.06899
H 0.44005 -6.62837 1.34830
H 2.09544 3.23426 -2.34070
H -3.84477 -0.35132 5.99258
H 1.90712 -2.92121 1.69651
H -6.45932 0.59277 2.74715
H 4.77219 2.44809 2.09624
C 7.43741 0.53914 3.29902
C -3.65177 -3.15077 4.31122
C -4.57753 -3.77354 -5.29343
H 5.24137 1.55966 0.22984
C 3.33643 -2.04484 -2.72360
H -0.39870 -2.47992 6.32897
C 1.63357 0.75441 5.93678
C 1.57947 -0.90937 0.94959
H -2.08693 -4.38508 -0.32534
O 4.83883 0.39862 1.81879
C 4.56590 -1.25548 4.94136
H 6.99846 0.10244 4.24136
H 2.59491 0.73194 -3.94701
C 0.05501 -0.89300 0.74269
H 0.33568 -4.96152 0.91938
O -5.38797 -2.59344 -2.77761
H 2.97232 0.84425 4.35353
H 1.20141 1.60415 -0.05643
H -7.34217 -0.09346 0.06578
H 2.46160 6.35964 -3.90359
H 0.34408 6.23364 -3.28859
H 4.03842 -2.88908 -2.64710
H 3.91905 -1.22685 -3.16307
H 3.00400 -1.65460 -1.74731
C -4.56754 -2.28600 -4.97279
C -6.59930 0.75375 0.06563
C -3.00899 2.61180 -4.16064
O 0.14478 -6.32146 -0.69124
H 1.01239 9.31300 -1.96490
H -5.09913 2.50198 1.83348
H 4.55889 1.45847 3.53831
H -5.36293 -4.19559 -4.70357
H -4.46740 0.66162 -2.07906
H -1.12907 4.43549 -5.41410
H 2.05099 7.31410 -1.07951
H -5.36455 1.50727 -3.32927
H -0.28352 -5.51669 -3.87564
C -1.57653 -6.04196 0.99552
C 4.80682 2.97587 -3.18108
H 4.36707 1.04579 -2.40800
H 1.26395 -3.45207 -1.86578
N 1.85998 -0.29925 2.26852
C 2.26678 -2.28148 0.85491
H 0.76983 -3.34332 5.20855
C 3.79280 1.91939 -2.92681
H 2.80660 0.09063 2.31007
H 4.81402 -0.75267 4.03029
H 2.00423 -5.45187 -0.43981
N 1.25814 -0.83975 -3.40777
H 2.51040 9.30818 -2.82707
C -1.85174 -1.46237 4.40512
C 1.87729 2.47246 0.17929
H -1.75663 -7.14408 1.06335
H 5.26548 3.23677 -2.24554
H 2.04123 -2.83415 -0.09571
H -4.58415 -3.45276 4.79155
H -5.20366 -1.37824 -1.18630
H -3.44080 -5.17622 0.44013
C 3.00244 0.47616 5.39877
H -2.00736 -0.97713 3.45813
H 1.79720 -1.02710 2.98541
H 4.58885 0.05313 -0.33054
C -1.67361 6.20126 -1.66062
H -4.66423 -3.81972 -6.33043
H -0.88912 -5.04072 -2.38513
H 3.37479 -2.23654 1.05170
C 1.26598 -3.43768 -2.98980
H 4.53143 -2.37693 4.85254
O 3.28856 -0.92639 5.46711
C 1.98057 -2.19116 -3.50940
C -2.47971 2.15343 2.20762
C -0.51784 2.49038 -3.80696
N -3.42123 -1.75536 -5.63622
C 5.15134 1.56644 2.60617
N 3.24044 1.45801 -4.17909
C -4.30759 -2.07696 -3.49850
C 1.54672 -6.31360 -0.91643
H 7.11117 2.29535 2.06766
H 1.19768 3.29127 0.11040
H -1.39723 -1.69562 -2.09537
H 2.16413 2.33411 1.26618
H 7.52112 2.77261 4.42415
H -1.73816 -4.41448 -3.77547
C -1.50636 -1.53914 -1.01668
H 1.85612 1.02082 7.98007
H -2.92245 -3.93974 4.41731
N -1.43528 3.55832 -5.87706
N -6.00899 -0.11926 2.18402
H 1.87667 -0.59790 7.53685
H 0.44643 -0.91524 -4.02360
C 2.63161 2.31958 -2.06149
C -3.12020 -1.89462 4.97379
H -2.63559 -5.97290 -0.97090
H 0.85199 0.13518 5.37252
H 1.92837 -7.22350 -0.45531
H -0.58166 -1.40965 1.48016
H 6.06681 2.25384 4.80115
H 7.46144 -0.20610 2.47517
H 0.38972 2.42042 6.32467
H -3.79517 -0.07665 4.38515
C 1.63155 8.69904 -2.59258
H -0.96029 -4.99466 2.64735
H -6.23646 0.86898 -0.94072
H 3.71510 6.88579 -2.82078
H 0.48396 2.28485 -4.14396
H 1.92219 -0.22333 0.17013
H 1.85521 -4.30796 -3.31764
H 1.15317 2.51639 4.82016
H -3.40035 -2.56067 -3.14557
N 2.79375 6.45469 -2.88547
H 1.73139 -6.34613 -1.99982
H -4.47401 2.44574 -2.06263
C -2.50139 -5.35911 -0.02342
C 0.54659 6.48921 -2.23499
C -5.43436 0.47977 1.02350
H 5.57457 2.66162 -3.89060
H -5.34107 -0.39968 2.83586
C -5.26081 -2.45067 -1.33932
C 1.35862 2.21254 5.84858
O -0.87216 -2.52569 4.22269
H -2.05628 -0.57786 -0.89424
H -6.04415 -2.94805 -0.89053
H -1.31066 5.21163 -1.19787
O -0.20165 -1.49636 -0.51866
H -3.84851 -2.87382 3.23167
H 0.83174 5.51663 -1.85046
O -0.51425 7.04221 -1.53530
H -1.57902 1.54543 -5.38824
C -4.62862 1.69802 1.34933
H 2.26836 -2.24734 -4.57906
N 1.45755 0.33205 7.33944
C 1.83179 7.24677 -2.15155
H 3.96002 1.01582 -4.73439
C -0.76863 -4.67475 -3.36023
H -3.43717 -1.94841 -6.65845
C 5.23713 0.51910 0.43426
H 1.90903 1.49318 -2.03826
H -7.16406 1.63184 0.32207
C 6.63338 1.81918 2.93351
H -1.66501 1.82875 2.91215
H -1.95330 6.00373 -2.65232
N -1.78964 -5.50647 2.34125
H -2.87228 -2.19386 6.02068
H -1.32318 -0.75189 5.08427
H -2.89878 3.51678 -3.46045
C -0.03112 -5.93494 0.68615
O -3.59206 1.24185 2.25061
H 5.28668 -0.95990 5.67318
N -3.95662 -0.78770 5.07317
H -4.33412 -2.84218 -1.04026
H 4.31787 3.93544 -3.55926
C -4.50057 1.56906 -2.69843
H -4.09429 2.05982 0.43014
C -1.63373 2.45689 -4.84257
H -2.87123 3.03185 2.61099
H 2.18746 2.79259 6.26005
H -2.43261 -4.74640 2.33287
H -0.44522 3.51416 -3.37077

Values from the calculation:
* SMILES: COC[C@H](C)N.COC[C@H](C)N.COC[C@H](C)N.COC[C@H](C)N.COC[C@H](C)N.COC[C@H](C)N.COC[C@H](C)N.COC[C@H](C)N.COC[C@H](C)N.COC[C@H](C)N.COC[C@H](C)N
* spin multiplicity: 1
* HOMO level: -8.8 eV

=====

Run 2
DFT (ωB97M-V/def2-TZVPD) results for a cluster of 11 separate species, C44H121N11O11 in total.

Geometry (Å):
H 2.78359 0.81194 -2.28309
C 6.20207 2.67015 0.25590
H -4.68392 -2.00265 -0.56166
O -0.39204 2.48362 -2.40688
H 4.62614 -5.94915 -2.09204
H 0.81180 -1.62425 -4.47937
H 6.14127 -0.19598 -2.72474
H -4.47636 1.41172 0.84899
C 0.11530 -3.57354 -3.84636
H 4.20592 -1.64116 -1.84762
C 4.45860 0.25076 -4.54005
H 3.11775 2.54049 -2.60092
H 0.19924 -6.53662 0.45415
H 5.33153 -6.09953 -0.48840
O 1.47454 6.45660 -0.16513
H -2.32785 -4.26811 6.53700
H -1.59683 -1.62940 -0.28510
H 2.05453 -2.15229 -0.02423
H -1.45642 -0.36114 -7.30827
H 5.65429 -0.59873 -6.82564
H -8.89288 -3.69040 -0.23382
H 4.54756 -0.69705 0.25062
H 6.64695 4.49895 -1.84839
C -4.02546 -5.50162 7.02399
H -2.96905 -1.01221 -6.56619
C -2.15140 -0.28646 -6.46745
H 1.03076 4.92067 1.07969
H -5.49634 1.06642 -0.44567
H -3.95941 1.02590 -3.77000
H -2.90048 0.44074 0.43324
H 6.92520 4.61689 1.98188
C -6.34939 -3.39144 -0.39573
O -4.98664 2.62941 2.58967
H -5.03422 -5.69363 6.65868
C -0.48091 0.89279 1.08889
H -0.65350 -0.53130 -2.79131
N -3.26697 -6.77021 6.97789
N -0.30912 -1.48545 -2.70971
C -4.12051 -5.06978 8.49730
H -1.85948 1.03895 -2.17692
C 0.54810 8.64281 -0.36176
H -3.28351 -0.76786 1.50923
C -3.36988 -4.42407 6.20419
H -2.85221 3.80827 -3.09156
H 2.51854 4.72975 0.06713
H -4.27768 1.79202 -2.22724
H -6.15635 -3.92357 -1.33657
H 3.85659 -0.57021 -4.12393
C 5.89140 -0.09483 -4.74489
C -7.23184 2.37812 0.63009
H -3.09662 2.92271 3.31279
C -4.01331 -3.92623 0.20916
H -0.11073 8.25649 -1.15443
C 6.36584 7.01015 2.31459
C 1.40063 -4.23822 4.52496
H 2.73482 -4.58568 2.02340
C -2.64422 2.74859 -3.22972
H -0.95206 9.24635 0.90842
H 5.51233 6.86094 2.99168
H -4.22908 -3.57447 3.58148
H -1.95417 1.55466 -4.69423
O -3.34993 -4.88184 4.85615
H -1.07484 -2.43281 1.28895
H 5.18810 4.69155 1.99429
O 0.88976 0.54455 1.20790
H -3.11928 -3.58771 0.74023
H -2.31657 -6.58923 7.29907
C -1.72759 2.12077 -2.21583
H -0.64169 1.72546 1.78262
H -9.27417 -1.98707 -0.66018
H 3.68915 -6.72843 -0.77222
H -5.73753 4.42598 1.95049
H 0.59021 -1.42676 -2.22756
H 5.40443 -3.63205 -1.45706
H -2.68829 -2.97801 4.27372
C -0.09507 -2.07467 -4.04689
H 2.19581 -6.24027 4.55885
N -0.18589 9.67419 0.39238
H 1.58045 -3.27876 4.03270
H -0.09151 7.09372 0.89486
H 0.38515 -4.59014 4.30659
H -1.99250 2.48057 -1.20271
H -0.25354 3.81071 -0.81386
N -2.06201 2.57176 -4.60481
N -4.90450 1.76145 -0.00802
N -2.73705 0.07999 1.36950
C 4.46700 -1.78540 0.24242
H 7.10366 5.66678 -0.82312
H 3.96264 -3.95516 4.04755
H -7.62712 1.86459 -0.24782
C -4.14070 3.10486 3.59680
H -1.02023 -2.32993 -5.90625
H -2.15481 -2.31411 -4.50031
H -6.71401 -4.08948 0.37633
H 3.09902 -6.29870 2.34985
H -2.60366 0.70360 -6.46429
H -2.64921 -4.22681 3.00195
H -0.59267 10.31060 -0.28183
H -4.74078 2.57316 -3.72954
C 1.74937 9.28602 -1.02007
H -0.61340 4.56664 -2.42687
H 7.46356 -0.55993 -3.51242
H 2.74941 1.07634 0.73697
H 7.04600 -1.37622 -6.11235
H -1.07927 2.86279 -4.64361
H 5.36762 -1.93962 -5.77504
H -1.05987 -0.60615 2.47113
C -3.94520 1.99072 -3.25597
C -8.60357 -2.82530 -0.84624
C 3.09988 1.53598 -3.03935
C -0.08442 3.77292 -1.90664
O 6.12363 6.30557 1.13201
C 5.95807 4.18180 0.09977
H -3.12674 -4.81150 8.87954
H 7.26159 6.61911 2.80411
H -4.86607 -4.30216 8.70077
C -5.81202 2.86706 0.40180
C 0.89119 7.49710 0.55604
H 0.52534 -3.81842 -2.87296
H -4.26641 4.18450 3.75852
H 6.34778 2.21846 -0.71805
H 5.50088 -2.11680 0.39117
H 1.91803 -2.86236 -1.43232
H 0.81858 -4.89515 0.33211
N 6.97260 4.66164 -0.90341
H -4.40714 -5.93944 9.09643
N 6.45841 -0.73796 -3.53532
H 6.44026 8.06162 2.07072
O -1.51089 -0.47554 -5.21161
H 1.40404 -4.06895 5.60618
C 2.41314 -5.28718 4.07238
H 2.55332 5.74437 1.51127
C -5.17334 3.57658 1.56397
N 3.80518 -4.87852 4.44202
H 2.28631 1.61511 -3.78276
H -5.99835 -1.49657 1.23574
C 3.83981 -2.26215 -1.03259
H -8.68364 -3.12104 -1.89993
H 0.76894 -3.98100 -4.62635
H 4.98449 4.29879 -0.40383
C 6.06839 4.95750 1.37776
H 1.94478 -6.31077 0.32978
H 1.58194 2.48319 0.73388
C 1.74086 1.41377 0.52723
C -5.02535 -2.80181 0.10742
H 3.83577 -4.78958 5.45163
N 2.39032 -2.07350 -0.98625
H -7.24358 1.69277 1.48592
H -7.95089 3.15523 0.91584
H -0.66696 1.17880 0.04048
H -4.43358 -4.74367 0.79993
C 6.02355 -1.07575 -5.90280
H -5.76625 3.60288 -0.41617
H 1.42413 7.84092 1.45217
C -1.01916 -1.56234 0.64026
H 4.02770 -3.76565 -2.51710
H 1.57354 1.33433 -0.56290
C 4.38704 -5.93670 -1.02457
H -0.83673 -4.10034 -3.97928
C 2.40761 -5.47609 2.58378
H 2.51667 9.57282 -0.30227
O 4.35958 1.39365 -3.65418
C -1.27047 -1.84042 -4.95308
H 7.06657 2.48627 0.89559
H -3.17967 -6.98598 5.97985
C 4.30019 -3.64444 -1.45244
H -5.59689 -2.81670 2.05431
H 5.33226 2.23311 0.76715
N -5.19683 -2.10492 1.43229
O -7.29528 -2.36347 -0.49017
H 1.00800 3.76971 -1.92972
O 1.09067 -5.83180 2.15572
C 1.03020 -5.88762 0.74468
H -4.17131 3.84348 1.18978
H 2.17112 8.60912 -1.76705
C -1.33645 -0.30212 1.46314
H 1.45051 10.18509 -1.56575
H -3.86773 -3.44437 6.25529
O 3.85730 -4.69931 -0.62480
H 4.01632 0.56731 -5.49964
H -3.63502 -4.22581 -0.76772
C -3.20542 -3.84849 3.85504
H -4.37969 2.59979 4.52877
H 6.44830 0.80998 -5.02322
C 1.92841 5.41494 0.67081
H 0.00693 -1.53599 0.25636
H 3.91680 -2.15475 1.11242

Values from the calculation:
* SMILES: COC[C@H](C)N.COC[C@H](C)N.COC[C@H](C)N.COC[C@H](C)N.COC[C@H](C)N.COC[C@H](C)N.COC[C@H](C)N.COC[C@H](C)N.COC[C@H](C)N.COC[C@H](C)N.COC[C@H](C)N
* spin multiplicity: 1
* HOMO level: -8.9 eV

=====

Most stable: run 2 (next structure +58.9 kcal/mol)